{"formula": "C27H41AlCl51", "method": "ωB97M-V/def2-TZVPD", "total_energy_ha": -24765.492131, "charge": -1, "fmax_ev_per_a": 1.68, "gap_ha": 0.2111, "lumo_ev": 1.2, "species": ["C", "C", "C", "C", "C", "C", "C", "C", "C", "C", "Al", "H", "H", "H", "H", "H", "H", "H", "H", "H", "H", "H", "H", "H", "H", "H", "H", "H", "H", "H", "H", "H", "H", "H", "H", "C", "Cl", "Cl", "Cl", "H", "C", "Cl", "Cl", "Cl", "H", "C", "Cl", "Cl", "Cl", "H", "C", "Cl", "Cl", "Cl", "H", "C", "Cl", "Cl", "Cl", "H", "C", "Cl", "Cl", "Cl", "H", "C", "Cl", "Cl", "Cl", "H", "C", "Cl", "Cl", "Cl", "H", "C", "Cl", "Cl", "Cl", "H", "C", "Cl", "Cl", "Cl", "H", "C", "Cl", "Cl", "Cl", "H", "C", "Cl", "Cl", "Cl", "H", "C", "Cl", "Cl", "Cl", "H", "C", "Cl", "Cl", "Cl", "H", "C", "Cl", "Cl", "Cl", "H", "C", "Cl", "Cl", "Cl", "H", "C", "Cl", "Cl", "Cl", "H"], "coordinates": [[-3.775409, 1.303004, 0.719456], [-3.756298, 1.290553, -0.844112], [-3.156258, 2.604885, -1.446991], [-1.682561, 2.860385, -0.942840], [-0.644969, 2.776004, -2.122002], [0.330837, 4.024571, -2.197847], [1.775608, 3.488280, -2.459426], [2.709962, 3.527846, -1.211941], [2.023235, 3.113644, 0.134578], [2.308884, 4.218934, 1.216189], [1.019355, 5.815763, 1.134700], [-4.176206, 2.260783, 1.110313], [-4.375523, 0.448361, 1.092266], [-2.755509, 1.164345, 1.126595], [-3.093407, 0.456859, -1.153704], [-4.772603, 1.071447, -1.228702], [-3.202299, 2.601026, -2.553018], [-3.846353, 3.420687, -1.127054], [-1.406698, 2.083662, -0.205215], [-1.664261, 3.860024, -0.465266], [-0.063356, 1.838804, -1.993043], [-1.136436, 2.708754, -3.119359], [0.264075, 4.642142, -1.280140], [-0.030097, 4.644289, -3.043445], [2.230947, 4.163000, -3.225296], [1.789866, 2.482279, -2.933654], [3.175325, 4.523738, -1.101622], [3.553059, 2.815050, -1.372821], [2.532752, 2.186100, 0.502337], [0.952542, 2.855833, 0.035928], [2.321517, 3.773972, 2.232787], [3.335610, 4.648229, 1.080711], [1.227912, 6.558828, -0.281519], [1.378290, 6.902940, 2.275879], [-0.458491, 5.231566, 1.326069], [-2.026063, -2.805352, -0.618284], [-0.875162, -1.519619, -0.996835], [-1.195608, -4.190355, 0.101701], [-3.284196, -2.206646, 0.468360], [-2.495156, -3.128404, -1.541424], [-4.133175, 1.387477, -5.971147], [-3.222131, 2.818251, -5.486555], [-3.312695, 0.555077, -7.299248], [-4.353595, 0.295953, -4.597743], [-5.110503, 1.701896, -6.317764], [-0.807042, -1.869321, -5.855935], [0.083985, -0.422790, -5.375308], [0.032683, -2.721901, -7.162508], [-1.045377, -2.943143, -4.470778], [-1.780388, -1.560070, -6.219268], [-6.850420, -2.769203, 2.162260], [-6.895015, -2.681322, 0.399504], [-5.600797, -1.699185, 2.805273], [-8.430912, -2.368073, 2.846431], [-6.605053, -3.786144, 2.446400], [4.112473, 2.827138, 5.107557], [3.548564, 4.433113, 4.643254], [3.440411, 1.593041, 4.036205], [5.881516, 2.757593, 5.099941], [3.769616, 2.624332, 6.115769], [0.981693, -5.095135, 3.289370], [0.373544, -3.520074, 2.771286], [0.217987, -6.399751, 2.368813], [2.740278, -5.170428, 3.131803], [0.731085, -5.230293, 4.336746], [3.910655, -3.225898, -5.549133], [3.877490, -3.138676, -7.316167], [5.153155, -2.155594, -4.893670], [2.331472, -2.820825, -4.872316], [4.151750, -4.243337, -5.263523], [5.735282, -3.005465, -0.585745], [4.584261, -2.844524, -1.914619], [5.220777, -4.269313, 0.538842], [7.356587, -3.346085, -1.205281], [5.767499, -2.064681, -0.048286], [3.703430, 9.334228, 0.193797], [3.817621, 7.784176, -0.641497], [2.096926, 10.041261, -0.017701], [4.080038, 9.149261, 1.910786], [4.430369, 10.009416, -0.241009], [-1.280446, 5.987287, 5.220873], [0.403596, 5.493743, 5.024587], [-1.433339, 7.164988, 6.537419], [-1.919741, 6.651373, 3.715875], [-1.863590, 5.112131, 5.481339], [1.135170, -7.507045, 6.993809], [0.521111, -5.929374, 6.485205], [0.369522, -8.799288, 6.061979], [2.891315, -7.574617, 6.825711], [0.886761, -7.647454, 8.039176], [1.826705, -0.284646, 7.465823], [1.252478, 1.317623, 6.996757], [1.157701, -1.524521, 6.398236], [3.593951, -0.340009, 7.453811], [1.487497, -0.485800, 8.474925], [1.080393, -12.606328, 6.147781], [2.663117, -13.265286, 6.575952], [0.377003, -13.502544, 4.796850], [-0.003331, -12.630848, 7.543799], [1.213882, -11.575735, 5.839672], [-6.077267, -6.759109, -1.069395], [-6.124480, -6.683131, -2.834394], [-4.833143, -5.678123, -0.432894], [-7.658630, -6.359289, -0.385485], [-5.828209, -7.772814, -0.778510], [-3.929484, -6.436774, -6.473104], [-3.190940, -7.627027, -5.395181], [-5.354776, -5.714161, -5.717255], [-2.761555, -5.188486, -6.913085], [-4.243950, -6.945145, -7.376802], [-2.577874, 6.535638, -4.458139], [-1.648943, 7.956078, -3.968863], [-1.769339, 5.697314, -5.791840], [-2.821350, 5.450071, -3.086919], [-3.549234, 6.867278, -4.805299], [6.969574, 3.567881, -1.413836], [6.001998, 5.042448, -1.415688], [8.698275, 3.951262, -1.394609], [6.544173, 2.546136, -0.036172], [6.754501, 3.019105, -2.323249]], "forces_ev_per_a": [[0.02, -0.16, -0.40], [0.61, 0.09, 0.18], [-0.49, -0.31, 0.82], [-0.69, 0.01, -1.20], [0.03, 0.68, 0.46], [-0.20, -1.53, -0.26], [0.65, 1.36, -0.41], [-0.40, -0.84, -0.05], [1.49, 0.15, 0.75], [-0.24, 0.11, -0.03], [0.64, -0.29, 0.11], [0.12, -0.56, -0.17], [0.17, 0.59, -0.12], [-0.50, 0.19, -0.19], [-0.42, 0.23, 0.03], [0.45, 0.24, 0.10], [0.07, -0.22, 0.52], [0.53, -0.28, -0.11], [-0.19, 0.61, -0.16], [0.34, -0.66, -0.10], [-0.19, 0.56, -0.14], [0.05, -0.14, 0.68], [0.21, -0.38, -0.55], [0.42, -0.16, 0.46], [-0.10, -0.48, 0.39], [-0.33, 0.47, 0.40], [-0.51, -0.35, -0.04], [-0.38, 0.50, -0.08], [-0.47, 0.29, -0.43], [0.42, 0.38, -0.01], [-0.17, 0.15, -0.48], [-0.49, -0.52, -0.05], [-0.24, 0.01, -0.26], [0.06, 0.12, 0.21], [-0.44, -0.11, -0.06], [0.11, 0.15, 0.01], [-0.05, -0.08, 0.00], [-0.28, -0.07, -0.41], [0.09, -0.15, -0.11], [0.01, 0.04, 0.05], [0.19, 0.10, 0.28], [-0.19, -0.23, -0.14], [-0.05, -0.03, -0.09], [-0.01, 0.01, -0.06], [0.06, -0.05, 0.00], [0.13, 0.14, 0.05], [-0.25, 0.01, -0.05], [-0.33, 0.05, -0.17], [-0.05, 0.00, -0.02], [0.05, -0.04, 0.03], [0.05, 0.10, -0.11], [-0.05, 0.01, 0.10], [-0.12, -0.06, 0.06], [0.05, -0.06, 0.01], [-0.02, 0.05, -0.03], [-0.16, 0.16, -0.16], [0.16, -0.13, 0.10], [0.05, 0.02, 0.06], [0.00, -0.03, 0.06], [0.05, -0.04, -0.06], [0.01, 0.27, -0.11], [0.25, -0.06, 0.42], [0.01, -0.03, 0.08], [-0.09, -0.03, 0.09], [0.10, 0.02, -0.46], [-0.05, 0.15, 0.09], [0.00, -0.06, 0.04], [0.04, 0.01, -0.50], [0.45, -0.19, 0.22], [0.01, 0.06, -0.03], [-0.15, -0.09, -0.05], [0.04, -0.04, 0.52], [0.04, 0.08, -0.02], [-0.03, 0.04, 0.02], [0.00, -0.06, -0.03], [-0.07, -0.22, 0.01], [0.15, 0.20, 0.02], [0.08, 0.02, -0.01], [0.04, 0.06, -0.08], [-0.06, -0.02, 0.05], [0.16, 0.05, -0.38], [-0.26, -0.04, 0.11], [-0.05, -0.01, 0.11], [0.01, -0.09, 0.25], [0.03, 0.08, 0.02], [0.19, -0.04, -0.12], [-0.08, -0.13, 0.49], [-0.05, 0.04, 0.04], [-0.13, 0.00, 0.04], [-0.01, 0.03, -0.07], [0.02, 0.09, -0.14], [-0.02, -0.07, 0.08], [0.02, 0.03, 0.04], [-0.06, 0.00, 0.04], [0.03, 0.00, -0.06], [0.00, -0.11, 0.02], [-0.07, 0.07, -0.03], [0.03, 0.08, 0.05], [0.05, 0.05, -0.07], [0.00, -0.06, 0.03], [-0.02, 0.13, -0.05], [0.03, -0.09, 0.32], [-0.01, -0.09, 0.00], [0.04, -0.06, 0.01], [-0.02, 0.07, -0.01], [0.09, 0.10, 0.08], [-0.05, 0.02, -0.07], [0.06, 0.04, -0.29], [-0.05, -0.09, -0.04], [0.01, 0.02, 0.07], [0.10, 0.05, 0.27], [-0.07, -0.06, -0.05], [0.02, 0.11, 0.01], [-0.06, 0.13, -0.19], [0.08, -0.03, -0.02], [-0.21, 0.11, 0.12], [0.18, -0.09, -0.01], [0.01, -0.04, -0.05], [0.01, 0.03, -0.09], [0.04, 0.02, 0.06]]}